1.
The following is a quantum chemistry calculation of a structure of composition C20H21BrF5GeN3O5RuTe, from OMol25.

The value obtained for the energy above the lowest of the compared OMol25 structures with the same formula, charge and spin is 0.0 kJ/mol. The charge is -1. The value obtained for the calculated total energy is -185810.611 eV. The HOMO energy (spin up / spin down) comes out at -0.19206 / -0.18976 hartree. As for the multiplicity: 2. The frontier orbital gap (spin up / spin down) comes out at 0.20824 / 0.20596 Ha. The expectation value of S² is 0.755.

Last column: Mulliken spin population.
Cartesian coordinates (Å):
Ru 0.916750 0.231650 -0.372010  0.845
Br 6.778497 3.468128 2.142646  0.000
C 5.358880 2.281889 1.701611  0.002
C 5.658231 0.993661 1.228554  0.002
C 4.652023 0.114580 0.933965  -0.001
C 3.292091 0.484004 1.074551  0.000
O 2.354790 -0.394448 0.885548  0.042
C 3.015274 1.812089 1.500585  0.015
C 1.658881 2.220310 1.725645  0.007
N 0.648056 1.698708 1.112648  -0.001
C -0.647531 2.026598 1.539928  -0.005
C -1.043327 3.330537 1.662342  -0.004
C -2.287784 3.683005 2.224540  0.002
C -3.104817 2.713221 2.712334  -0.004
C -2.746263 1.347188 2.577602  0.004
C -3.556937 0.337266 3.125932  -0.001
C -3.195459 -0.974704 3.000114  0.000
C -2.084156 -1.272243 2.217321  0.000
N -1.320192 -0.349606 1.658399  0.003
C -1.560416 0.985168 1.898694  -0.008
C 4.064986 2.685073 1.848659  -0.001
H 6.690540 0.702712 1.087854  0.000
H 4.857356 -0.872318 0.544568  0.001
H 1.481257 2.969236 2.501303  -0.003
H -0.371063 4.105220 1.318504  0.000
H -2.565749 4.725831 2.293132  0.000
H -4.039950 2.955757 3.200096  0.000
H -4.459313 0.621414 3.652687  0.000
H -3.778377 -1.779097 3.422450  0.000
H -1.828547 -2.291051 1.960532  0.000
H 3.837733 3.678700 2.215553  0.000
C -0.442059 -3.960031 -2.360147  -0.002
Ge -1.931772 -2.909581 -2.989827  0.000
C -1.482654 -1.188358 -3.733547  -0.004
C -3.377524 -2.786533 -1.677599  0.000
C -0.454344 -0.876143 0.509346  -0.045
H 0.140599 -4.357862 -3.190682  0.000
H -0.812339 -4.789654 -1.754232  0.000
H 0.208963 -3.326554 -1.758634  0.003
H -1.060467 -1.291480 -4.732863  -0.001
H -0.726536 -0.742602 -3.087557  0.002
H -2.362679 -0.545709 -3.778215  0.000
H -4.322394 -2.712371 -2.217616  0.000
H -3.274652 -1.893048 -1.059076  0.000
H -3.408286 -3.671069 -1.039731  0.000
H -0.006680 -1.803247 0.877561  -0.002
H -1.217136 -1.109847 -0.230148  0.011
O -2.277920 0.951228 -0.677960  0.005
N -1.611615 1.544173 -1.541359  -0.002
O -2.114065 2.287109 -2.361541  0.011
O -0.334256 1.328931 -1.627996  0.001
F 3.614721 -0.417542 -1.713306  0.002
Te 2.521634 -1.325637 -2.987351  0.001
F 3.249028 -2.906037 -2.047469  0.002
F -2.683180 -3.875072 -4.283913  0.000
F 2.152758 0.552773 -3.469146  0.000
F 4.211488 -1.225023 -4.048275  0.000
O 1.125900 -1.189289 -1.615006  0.122

Cartesian forces, eV/Å:
-0.242 0.242 -0.042
0.000 -0.007 -0.006
0.033 0.011 0.005
-0.025 -0.023 -0.011
0.069 -0.016 0.085
-0.030 -0.078 0.001
0.039 -0.047 -0.054
-0.063 0.009 0.005
-0.035 0.027 0.031
0.300 -0.127 -0.051
-0.006 -0.034 -0.029
-0.052 0.033 0.027
0.017 -0.066 -0.005
0.025 0.006 -0.018
-0.043 0.019 0.024
0.051 -0.048 -0.025
-0.020 0.066 0.021
-0.028 0.018 -0.010
-0.078 0.022 -0.025
0.142 0.011 0.060
-0.030 0.018 0.022
0.008 0.004 0.008
-0.007 -0.008 -0.003
-0.055 0.016 -0.031
0.034 -0.016 -0.005
0.003 0.000 -0.007
0.000 -0.006 -0.001
-0.003 -0.007 0.000
0.002 -0.004 -0.003
0.000 0.005 -0.007
-0.007 0.000 -0.002
-0.040 -0.172 0.089
-0.038 0.052 0.007
-0.076 -0.039 -0.071
-0.018 0.003 -0.001
0.042 -0.036 0.132
-0.010 0.017 -0.003
0.059 -0.034 -0.049
0.041 0.019 0.022
-0.002 -0.005 0.007
0.007 0.108 -0.010
0.045 0.028 -0.020
-0.006 -0.002 0.017
0.034 0.016 0.004
-0.005 0.009 0.000
0.016 0.089 0.174
0.021 -0.095 -0.105
0.067 0.197 -0.067
-0.035 -0.566 -0.372
0.090 0.131 0.185
-0.226 0.201 0.216
-0.013 0.024 0.013
0.268 -0.138 -0.380
-0.038 0.074 -0.024
-0.012 0.015 0.018
-0.053 -0.008 0.005
-0.058 0.053 0.183
-0.060 0.036 0.081

2.
The following is a quantum chemistry calculation of a structure of composition C20H21BrN13O2RuS at a distorted geometry, from OMol25.

The value obtained for the energy above the lowest of the compared OMol25 structures with the same formula, charge and spin is 75.5 kJ/mol. The charge is +1. The value obtained for the calculated total energy is -127994.884 eV. The HOMO energy (spin up / spin down) comes out at -0.40576 / -0.40726 hartree. As for the multiplicity: 5. The frontier orbital gap (spin up / spin down) comes out at 0.24552 / 0.17465 Ha. The expectation value of S² is 6.049.

Last column: Mulliken spin population.
Cartesian coordinates (Å):
Ru 0.050285 -0.838274 -1.254828  2.327
O -0.951445 -2.705438 2.369672  0.003
C -2.290066 -2.913964 2.212923  0.010
C -2.976389 -3.526401 3.251016  -0.002
C -4.333558 -3.774646 3.137197  0.000
C -5.023354 -3.424622 1.984454  0.000
C -4.338656 -2.810078 0.949937  -0.001
C -2.980224 -2.535308 1.053610  -0.005
C -2.292002 -1.790735 -0.060939  -0.018
O -0.950834 -2.179271 -0.226383  0.159
N -2.281510 -0.349021 0.286358  0.103
N -1.388579 0.339671 -0.537453  0.141
C -0.472608 1.044116 0.087120  -0.043
C 0.407868 1.990636 -0.607987  0.018
Br 1.104644 1.316809 -2.279862  0.012
C 0.768873 3.183903 -0.167027  -0.021
C 1.639751 4.134873 -0.892433  0.002
C 3.010604 3.914267 -0.973904  -0.001
C 3.818240 4.825601 -1.637535  0.000
C 3.258884 5.947435 -2.231277  -0.001
C 1.888088 6.159141 -2.165398  0.000
C 1.077925 5.260577 -1.489811  0.000
H -0.581704 -2.521282 1.482037  -0.002
H -2.424390 -3.813802 4.136215  0.000
H -4.855039 -4.260812 3.950845  0.000
H -6.079190 -3.635096 1.890546  0.000
H -4.865848 -2.536780 0.042294  0.001
H -2.835004 -1.935556 -1.003343  0.018
H -3.201126 0.078260 0.286486  0.000
H -0.544679 1.137302 1.169538  -0.009
H 0.363043 3.496765 0.793464  0.000
H 3.445814 3.031063 -0.520616  0.000
H 4.884989 4.656111 -1.694571  0.000
H 3.890258 6.657133 -2.748344  0.000
H 1.447959 7.024189 -2.642451  0.000
H 0.009319 5.426428 -1.431560  0.000
N 0.285516 -2.977791 -4.142871  0.354
C 1.250224 -3.017805 -3.200552  -0.010
N 2.289449 -3.852702 -3.269107  0.133
N 3.001359 -3.592314 -2.202483  0.001
N 2.436696 -2.625795 -1.492484  0.168
N 1.328451 -2.242969 -2.096404  0.055
C -0.807263 -2.177544 -4.093175  0.001
N -1.776059 -2.160341 -5.006313  0.139
N -2.631296 -1.267187 -4.551695  -0.004
N -2.206084 -0.754380 -3.410473  0.173
N -1.046291 -1.318377 -3.098958  0.142
H 0.382107 -3.604965 -4.936228  -0.017
C 2.565070 1.492086 4.210500  -0.002
N 2.386345 1.069652 2.829053  0.019
C 1.770871 -0.059277 2.461275  0.027
N 1.058000 -0.711046 3.372719  0.014
S 1.957726 -0.660496 0.866296  0.111
H 3.172129 2.391934 4.219769  0.000
H 3.071398 0.721929 4.795784  0.002
H 1.607602 1.729520 4.676795  0.001
H 2.987152 1.466488 2.125402  -0.002
H 0.983279 -0.391699 4.324009  0.000
H 0.533273 -1.530117 3.101150  0.003

Cartesian forces, eV/Å:
-0.255 -0.791 1.004
0.238 0.158 -0.189
-0.289 0.022 -0.018
0.058 -0.004 0.017
-0.032 0.001 -0.011
0.005 0.010 0.010
-0.021 -0.012 0.016
0.228 -0.021 -0.013
-0.259 0.216 0.109
0.287 0.334 -0.585
0.109 -0.235 0.503
0.446 0.024 -0.101
-0.608 0.931 0.218
0.222 -0.244 -0.346
-0.085 0.133 0.227
-0.025 0.131 0.111
-0.064 0.026 -0.016
0.026 -0.049 0.000
0.013 0.005 -0.013
-0.031 -0.007 -0.008
0.016 -0.015 -0.009
0.011 0.014 0.055
-0.024 -0.103 0.040
-0.008 -0.018 -0.003
0.006 0.003 0.008
-0.003 0.002 0.000
0.021 -0.008 -0.017
0.050 -0.062 -0.024
0.006 0.044 -0.137
0.047 -0.077 0.011
-0.037 -0.046 -0.007
-0.006 -0.004 0.000
0.001 -0.002 0.007
0.002 -0.007 -0.010
0.005 0.013 0.018
0.003 0.013 0.001
-0.062 0.014 0.009
-0.127 0.095 0.017
0.078 0.002 0.016
-0.023 0.026 -0.008
0.039 0.013 -0.028
0.393 -0.457 -0.188
0.172 -0.087 0.072
-0.085 0.042 -0.019
0.000 -0.034 -0.030
0.065 -0.091 -0.055
-0.464 0.146 -0.507
-0.003 -0.035 0.014
-0.067 -0.002 -0.003
0.155 -0.024 -0.065
-0.282 0.082 0.031
0.011 0.055 -0.053
0.252 -0.011 -0.112
0.004 -0.002 0.006
0.010 0.006 0.004
-0.010 0.013 -0.013
0.017 -0.027 -0.004
0.004 0.005 0.014
-0.131 -0.105 0.053

3.
The following is a quantum chemistry calculation of a structure of composition C20H21CaClFIN4O3, from OMol25.

The value obtained for the energy above the lowest of the compared OMol25 structures with the same formula, charge and spin is 13.7 kJ/mol. The value obtained for the calculated total energy is -74962.077 eV. The HOMO energy comes out at -0.21893 hartree. The frontier orbital gap comes out at 0.17925 Ha.

Last column: Mulliken charge in e.
Cartesian coordinates (Å):
Ca 0.592059 -0.274159 0.428278  1.584
Cl -2.028376 4.257459 5.464524  -0.284
C -1.091393 3.090612 4.574469  0.444
C 0.147315 2.735935 5.021343  -0.489
C 0.920643 1.795894 4.326268  -0.432
I 2.789332 1.303783 5.081426  0.045
C 0.487994 1.169560 3.155733  0.965
O 1.182287 0.300163 2.526969  -1.050
C -0.824502 1.573806 2.683001  -0.121
N -1.275048 1.015241 1.529253  -0.431
C -2.468800 1.326722 1.083393  -0.216
C -3.322968 2.238831 1.723618  -0.930
C -2.886597 2.836959 2.871337  -0.774
C -1.614186 2.515984 3.388643  0.587
H 0.543108 3.180917 5.923751  0.382
H -2.786188 0.852603 0.159344  0.496
H -4.292937 2.456519 1.300231  0.441
H -3.500662 3.554414 3.397390  0.414
F -1.643735 4.691475 -2.021919  -0.417
C -0.626192 3.822644 -1.742830  0.488
C -0.181391 3.662415 -0.444900  -0.692
C 0.848693 2.780747 -0.181552  -0.043
C 1.470351 1.991541 -1.191811  0.169
C 2.436047 0.995005 -0.893782  -1.852
C 0.973433 2.215704 -2.507236  -0.572
C -0.028584 3.129681 -2.780323  -0.631
H -0.635090 4.235799 0.354716  0.521
H 1.213470 2.702133 0.838734  0.595
H 3.047654 1.171466 -0.010209  0.436
H 2.974219 0.566351 -1.733089  0.322
H 1.472659 1.710378 -3.330411  0.444
H -0.335125 3.342406 -3.799123  0.601
N -1.745768 -0.895286 -5.013653  -0.047
C -1.541935 -1.753646 -3.785559  -0.562
C -2.547550 -1.323212 -2.729726  -0.854
N -2.499144 0.087945 -2.434310  0.048
C -2.655299 0.914211 -3.608713  -0.855
C -1.637077 0.573764 -4.692056  -0.499
H -2.668957 -1.085582 -5.411153  0.369
H -1.059272 -1.147607 -5.726291  0.341
H -0.517997 -1.592087 -3.444652  0.460
H -1.668617 -2.791089 -4.092472  0.273
H -2.361790 -1.904585 -1.829114  0.333
H -3.563175 -1.573400 -3.064061  0.419
H -1.656975 0.335578 -1.934383  0.016
H -2.549883 1.965685 -3.347773  0.357
H -3.670321 0.780036 -4.004733  0.426
H -0.620818 0.725523 -4.330640  0.311
H -1.792377 1.127036 -5.618096  0.308
O 0.210279 -1.681580 -1.504569  -0.564
N -0.021921 -2.724430 -0.818859  0.279
O -0.376637 -2.479905 0.345976  -0.558

Cartesian forces, eV/Å:
0.459 0.535 0.245
-0.019 0.036 0.036
-0.006 -0.092 -0.135
0.017 -0.021 -0.027
-0.147 0.084 0.021
0.081 -0.062 -0.030
0.064 0.125 0.284
-0.065 -0.232 -0.535
-0.189 0.249 0.214
0.104 -0.276 -0.114
-0.078 0.013 -0.147
0.130 -0.034 0.045
-0.032 -0.047 -0.090
0.072 0.115 0.196
-0.033 0.023 0.012
-0.003 0.002 0.010
-0.011 0.011 0.003
-0.011 0.002 -0.002
0.011 -0.003 0.013
0.048 -0.033 0.003
-0.181 0.149 -0.101
0.126 -0.164 0.090
-0.192 -0.003 -0.029
-0.006 -0.207 0.219
0.113 -0.093 -0.102
-0.166 0.012 0.047
-0.009 0.007 -0.002
0.019 -0.013 -0.007
0.017 0.013 -0.008
0.013 -0.005 0.006
-0.032 0.007 0.017
-0.013 -0.021 -0.027
-0.024 -0.044 -0.126
0.058 0.024 -0.162
-0.081 -0.227 -0.035
-0.214 0.159 0.136
0.037 -0.058 -0.147
0.005 0.011 -0.027
0.046 0.026 0.041
-0.058 0.034 0.085
-0.111 -0.032 0.007
0.002 -0.018 0.033
0.008 0.036 0.002
0.016 0.022 -0.013
0.219 0.038 0.058
0.055 0.006 0.038
0.021 -0.007 0.006
0.017 0.092 0.041
-0.002 0.012 0.021
0.017 -0.138 0.074
-0.179 0.130 -0.140
0.086 -0.141 0.003